Entry 1:
Density functional theory data (ωB97M-V/def2-TZVPD) for a 2-piece molecular cluster, C2H5NP2 overall at a distorted geometry.

```
! wB97M-V def2-TZVPD RIJCOSX def2/J DEFGRID3
* xyz 0 1
C -1.76 0.16 0.57
C -3.10 0.21 0.10
N 3.96 -0.32 -0.42
P -0.25 -0.09 0.95
P 3.27 0.01 1.01
H -2.92 0.48 -1.00
H -3.56 -0.67 0.14
H -3.79 1.03 0.58
H 3.64 -1.20 -0.96
H 4.52 0.39 -0.97
*
```

Summary:
* HOMO energy (alpha / beta): -0.2574 / -0.2576 Ha
* relative energy (zero: lowest compared OMol25 entry of this formula, charge and spin): 2.9312 eV
* LUMO level (alpha / beta): -0.186 / -0.174 eV
* DFT total energy: -816.5205 hartree
* F_max: 5.83 eV/A
* HOMO-LUMO gap (alpha / beta): 6.819 / 6.835 eV

***

Entry 2:
Density functional theory data (ωB97M-V/def2-TZVPD) for a 2-piece molecular cluster, C3H4BrF overall at a distorted geometry.

```
! wB97M-V def2-TZVPD RIJCOSX def2/J DEFGRID3
* xyz 0 3
C -0.16 0.62 0.22
C 0.74 0.95 -0.96
C -0.11 -0.24 -0.74
F -1.24 -1.61 2.32
Br -0.31 -1.86 -1.51
H -0.63 -1.17 1.76
H -0.56 0.69 1.25
H 0.50 1.81 -1.54
H 1.76 0.80 -0.81
*
```

Summary:
* HOMO energy (alpha / beta): -0.2100 / -0.3877 Ha
* relative energy (zero: lowest compared OMol25 entry of this formula, charge and spin): 2.7485 eV
* LUMO level (alpha / beta): 0.795 / -2.648 eV
* DFT total energy: -2790.3233 hartree
* F_max: 10.38 eV/A
* HOMO-LUMO gap (alpha / beta): 6.508 / 7.903 eV

***

Entry 3:
Density functional theory data (ωB97M-V/def2-TZVPD) for one molecule with the formula C4H6N2O at a distorted geometry.

```
! wB97M-V def2-TZVPD RIJCOSX def2/J DEFGRID3
* xyz 0 1
O 1.53 1.76 0.74
C 0.62 0.88 0.40
C 0.32 -0.32 1.16
N 0.55 -1.48 0.20
C -0.77 -0.89 0.31
C -0.92 -0.09 -0.98
N -0.13 1.12 -0.66
H 1.90 1.40 1.57
H 0.66 -2.35 0.69
H -1.63 -1.41 0.75
H -0.30 -0.72 -1.63
H -1.91 0.18 -1.36
H 0.01 1.90 -1.30
*
```

Summary:
* HOMO energy: -0.2716 Ha
* relative energy (zero: lowest compared OMol25 entry of this formula, charge and spin): 4.0598 eV
* LUMO level: 0.786 eV
* SMILES string: OC1=C2N[C@@H]2CN1
* DFT total energy: -340.6457 hartree
* F_max: 1.22 eV/A
* HOMO-LUMO gap: 8.176 eV

***

Entry 4:
Density functional theory data (ωB97M-V/def2-TZVPD) for C19H43GaO9P as an isolated structure at a distorted geometry.

```
! wB97M-V def2-TZVPD RIJCOSX def2/J DEFGRID3
* xyz -1 1
O -0.21 -2.93 -2.76
P 0.20 -2.45 -4.24
O 1.14 -0.98 -4.19
O 0.97 -3.78 -5.07
C -1.42 -2.08 -5.26
Ga -2.98 -2.44 -3.89
H 2.10 -1.26 -4.34
H 0.82 -4.61 -4.50
H -1.48 -2.77 -6.21
H -1.41 -0.94 -5.60
H -2.73 -3.95 -3.37
H -4.42 -2.22 -4.56
H -2.71 -1.41 -2.65
C -0.09 -0.94 -0.89
C -0.14 -0.21 0.43
O -0.78 0.82 0.56
C 0.64 -0.81 1.57
H -0.70 -0.40 -1.63
H 0.94 -0.99 -1.25
H -0.50 -1.95 -0.78
H 1.70 -0.85 1.32
H 0.26 -1.81 1.80
H 0.51 -0.18 2.46
C 1.61 3.00 -0.97
C 2.98 2.58 -0.54
O 3.18 1.46 -0.06
C 4.11 3.56 -0.72
H 0.90 2.19 -0.78
H 1.29 3.88 -0.39
H 1.60 3.23 -2.04
H 3.90 4.46 -0.13
H 4.21 3.81 -1.77
H 5.04 3.12 -0.36
C -4.10 3.21 3.50
C -4.27 2.26 2.35
O -5.38 2.01 1.88
C -3.02 1.63 1.79
H -5.08 3.59 3.80
H -3.65 2.69 4.35
H -3.48 4.06 3.20
H -2.53 1.04 2.56
H -2.35 2.40 1.41
H -3.30 0.96 0.96
C -1.35 -7.08 -8.41
C -1.40 -6.36 -7.09
O -2.05 -5.32 -6.96
C -0.63 -6.95 -5.95
H -1.96 -6.54 -9.15
H -0.32 -7.13 -8.77
H -1.76 -8.09 -8.29
H 0.44 -6.99 -6.20
H -1.00 -7.95 -5.72
H -0.75 -6.32 -5.06
C -0.18 3.95 5.01
C -1.16 3.42 6.03
O -1.92 2.49 5.76
C -1.17 4.07 7.39
H -0.29 3.38 4.08
H -0.39 5.00 4.81
H 0.84 3.82 5.38
H -1.42 5.13 7.29
H -0.19 3.95 7.86
H -1.92 3.59 8.02
C 3.45 1.18 3.25
C 3.40 1.91 4.56
O 2.75 2.95 4.70
C 4.17 1.31 5.71
H 2.84 1.72 2.51
H 4.48 1.13 2.89
H 3.04 0.17 3.36
H 5.24 1.27 5.46
H 3.80 0.31 5.94
H 4.05 1.95 6.60
*
```

Summary:
* HOMO energy: -0.1711 Ha
* LUMO level: 1.999 eV
* DFT total energy: -3693.0545 hartree
* F_max: 6.19 eV/A
* HOMO-LUMO gap: 6.654 eV

***

Entry 5:
Density functional theory data (ωB97M-V/def2-TZVPD) for a 7-piece molecular cluster, C31H56NO18 overall.

```
! wB97M-V def2-TZVPD RIJCOSX def2/J DEFGRID3
* xyz -1 1
C -1.22 -1.71 0.78
C -1.34 -1.05 -0.57
C -2.58 -1.08 -1.22
C -2.77 -0.56 -2.50
C -1.70 0.02 -3.16
C -0.47 0.08 -2.50
C -0.25 -0.44 -1.21
C 1.16 -0.33 -0.62
N 1.30 0.00 0.76
C 0.57 1.19 1.11
C 0.80 2.41 0.21
C -0.03 3.66 0.58
C -1.51 3.47 0.19
C 0.03 4.01 2.06
H -0.19 -1.93 1.03
H -1.86 -2.59 0.83
H -1.58 -1.02 1.54
H -3.42 -1.54 -0.72
H -3.74 -0.63 -2.98
H -1.76 0.42 -4.16
H 0.37 0.55 -3.00
H 1.60 -1.34 -0.77
H 1.73 0.33 -1.31
H 0.90 1.47 2.12
H -0.53 1.05 1.18
H 0.53 2.19 -0.82
H 1.85 2.70 0.21
H 0.33 4.53 0.03
H -1.99 4.44 0.08
H -2.04 2.97 1.00
H -1.63 2.90 -0.72
H 1.05 4.13 2.43
H -0.41 3.20 2.65
H -0.54 4.91 2.29
C 5.31 -5.71 1.03
O 5.40 -4.30 0.85
C 4.51 -3.58 1.56
O 3.68 -4.05 2.30
O 4.70 -2.31 1.29
C 3.79 -1.41 1.97
H 6.08 -6.15 0.40
H 5.48 -5.98 2.07
H 4.34 -6.08 0.70
H 3.93 -1.49 3.05
H 2.76 -1.60 1.69
H 4.04 -0.41 1.64
C -1.56 9.65 0.41
O -0.22 9.86 0.87
C 0.43 8.74 1.19
O -0.01 7.63 1.13
O 1.65 9.08 1.60
C 2.47 7.96 1.98
H -1.97 10.63 0.18
H -1.56 9.03 -0.49
H -2.16 9.17 1.19
H 2.61 7.29 1.13
H 2.02 7.42 2.81
H 3.42 8.38 2.28
C 1.29 -5.85 1.58
O 0.40 -6.73 0.87
C 0.32 -7.96 1.36
O 0.91 -8.39 2.32
O -0.55 -8.65 0.61
C -0.75 -10.00 1.03
H 1.25 -4.89 1.07
H 0.97 -5.72 2.61
H 2.30 -6.23 1.55
H -1.15 -10.03 2.05
H 0.18 -10.56 0.98
H -1.47 -10.42 0.34
C -1.10 -3.59 -3.57
O -2.37 -3.96 -4.12
C -2.31 -4.75 -5.18
O -1.31 -5.17 -5.71
O -3.56 -5.01 -5.58
C -3.63 -5.86 -6.72
H -1.30 -2.94 -2.72
H -0.55 -4.48 -3.25
H -0.51 -3.04 -4.30
H -3.18 -6.83 -6.51
H -3.14 -5.40 -7.58
H -4.69 -6.00 -6.93
C -3.62 -7.68 0.85
O -4.96 -7.84 0.37
C -5.08 -8.66 -0.66
O -4.18 -9.28 -1.18
O -6.36 -8.70 -1.03
C -6.62 -9.56 -2.14
H -3.68 -7.00 1.70
H -3.23 -8.64 1.19
H -2.98 -7.26 0.09
H -6.36 -10.59 -1.90
H -6.08 -9.23 -3.02
H -7.69 -9.50 -2.32
C 4.57 14.78 3.66
O 3.83 14.49 2.47
C 3.75 13.19 2.17
O 4.24 12.30 2.82
O 3.05 13.06 1.06
C 2.88 11.70 0.63
H 4.55 15.86 3.77
H 4.10 14.31 4.52
H 5.60 14.44 3.56
H 2.34 11.12 1.37
H 3.84 11.24 0.42
H 2.29 11.73 -0.29
*
```

Summary:
* HOMO energy: -0.0790 Ha
* relative energy (zero: lowest compared OMol25 entry of this formula, charge and spin): 0.0000 eV
* LUMO level: 1.927 eV
* DFT total energy: -2623.9194 hartree
* F_max: 0.85 eV/A
* HOMO-LUMO gap: 4.078 eV

***

Entry 6:
Density functional theory data (ωB97M-V/def2-TZVPD) for a 2-piece molecular cluster, C5H13N2 overall at a distorted geometry.

```
! wB97M-V def2-TZVPD RIJCOSX def2/J DEFGRID3
* xyz 1 1
C 0.57 0.16 -0.59
C 0.00 1.01 0.49
C -0.79 -0.35 -0.14
C -2.01 -0.02 -0.75
N -3.12 0.45 -0.04
C -0.66 -1.50 0.97
N 3.70 0.62 -0.29
H 0.57 0.68 -1.54
H 1.31 -0.62 -0.48
H -0.63 1.82 0.18
H 0.51 1.04 1.45
H -2.16 -0.10 -1.83
H -3.63 -0.41 0.22
H -3.72 0.87 -0.75
H -0.02 -2.22 0.47
H -1.63 -1.94 1.17
H -0.20 -1.06 1.84
H 4.29 -0.04 -0.77
H 4.25 1.45 -0.14
H 3.36 0.17 0.54
*
```

Summary:
* HOMO energy: -0.4732 Ha
* relative energy (zero: lowest compared OMol25 entry of this formula, charge and spin): 4.9488 eV
* LUMO level: -6.299 eV
* DFT total energy: -307.4397 hartree
* F_max: 3.13 eV/A
* HOMO-LUMO gap: 6.578 eV